DFT (ωB97M-V/def2-TZVPD) results for a molecular structure, C19H17N4O5S4Ti at a distorted geometry.

```
50
Properties=species:S:1:pos:R:3
Ti 6.4728 -13.6345 -7.5936
C 2.2433 -16.5556 -5.1177
S 3.3459 -17.8973 -5.6721
C 4.4267 -17.2136 -6.8879
S 4.1900 -17.7505 -8.5022
N 5.2938 -16.2835 -6.5652
N 6.0863 -15.7307 -7.5888
C 6.7804 -16.5643 -8.3876
C 7.5092 -15.9172 -9.3770
C 8.1628 -16.5936 -10.4635
C 8.6786 -15.7566 -11.4373
C 8.9722 -14.4232 -11.2263
C 8.4234 -13.9266 -10.0117
N 7.5681 -14.5671 -9.2090
H 1.4131 -16.3839 -5.8177
H 2.8274 -15.5827 -5.0626
H 1.7975 -16.8567 -4.1051
H 6.7213 -17.6783 -8.3783
H 8.2250 -17.6681 -10.6361
H 8.8956 -16.2292 -12.3978
H 9.4541 -13.7436 -11.8894
H 8.6361 -12.8875 -9.8047
O 5.9866 -14.0434 -1.4868
C 6.1184 -13.8867 -2.8017
C 7.3544 -13.9201 -3.5323
C 7.3658 -13.7280 -4.8902
N 6.2295 -13.3257 -5.5298
C 5.0636 -13.5040 -4.9207
C 4.9508 -13.7821 -3.5897
C 3.9817 -13.5078 -6.0115
O 2.8331 -13.6824 -5.6697
O 4.4611 -13.3210 -7.2008
C 8.6296 -13.8100 -5.7152
O 9.7519 -13.9839 -5.2881
O 8.3178 -13.6543 -6.9751
H 6.8607 -13.9746 -0.9845
H 8.3068 -14.1147 -3.0742
H 3.9513 -13.8305 -3.2037
C 4.8893 -9.9332 -10.4323
C 5.7631 -10.8450 -9.5910
S 5.8325 -12.5615 -9.8282
C 6.5884 -10.1759 -8.6262
C 6.8424 -8.6892 -8.8453
S 7.1393 -10.9658 -7.2314
H 4.3589 -10.5479 -11.1768
H 5.4897 -9.3388 -11.1447
H 4.2521 -9.2909 -9.8449
H 5.9001 -8.1632 -8.7734
H 7.2491 -8.3962 -9.8522
H 7.4945 -8.3741 -7.9676
```

Calculated values
E	-3771.8025	a.u.
energy relative to the best compared isomer or geometry (same formula, charge and spin)	111.7	kJ/mol
net charge	-1


DFT (ωB97M-V/def2-TZVPD) results for a molecular structure, C19H18AuN5O2S at a distorted geometry.

```
46
Properties=species:S:1:pos:R:3
Au -0.2831 0.4357 0.1027
C 0.6405 -8.3971 -0.2378
O 1.6785 -7.4713 -0.5196
C 1.5693 -6.7736 -1.6800
C 0.6452 -7.0652 -2.6678
C 0.6084 -6.2872 -3.8270
C 1.4486 -5.2055 -3.9932
C 2.4110 -4.9515 -3.0072
C 2.4750 -5.7317 -1.8684
N 1.3990 -4.5077 -5.2700
N 1.5232 -3.2618 -5.3802
C 1.4298 -2.3378 -4.2801
C 2.4039 -1.3595 -4.2470
C 2.5349 -0.4555 -3.1999
C 1.6249 -0.4306 -2.1291
O 1.7406 0.3255 -1.1169
C 0.4713 -1.3254 -2.2664
N -0.5431 -1.1720 -1.3605
C -1.6196 -1.9266 -1.4356
C -1.7868 -2.8785 -2.4480
C -0.8040 -3.0366 -3.3833
C 0.3898 -2.2790 -3.3113
H 0.7961 -8.7385 0.7797
H 0.6751 -9.2567 -0.9095
H -0.3395 -7.9252 -0.3158
H -0.0357 -7.9026 -2.5659
H -0.0995 -6.5222 -4.6150
H 3.1163 -4.1429 -3.1451
H 3.2259 -5.5469 -1.1062
H 3.1283 -1.3638 -5.0579
H 3.3534 0.2541 -3.1702
H -2.3940 -1.7512 -0.6979
H -2.7022 -3.4564 -2.4968
H -0.9561 -3.7260 -4.2006
S -0.6217 2.1096 1.7098
C -1.0036 0.9256 2.8972
N -2.2277 0.5069 3.2260
C -2.2311 -0.5598 4.2332
C -0.7342 -0.6522 4.6101
N -0.1272 0.3267 3.6997
H -3.0322 0.8211 2.7169
H -2.5960 -1.4931 3.8124
H -2.8537 -0.2971 5.0829
H -0.3358 -1.6470 4.4365
H -0.5540 -0.3838 5.6470
H 0.8613 0.4618 3.5813
```

Calculated values
E	-1692.9171	a.u.
net charge	0


DFT (ωB97M-V/def2-TZVPD) results for a molecular structure, C19H18BCrN8Se2.

```
49
Properties=species:S:1:pos:R:3
Cr 0.1076 -0.9502 -0.1097
C -0.4982 0.4656 -4.2048
C -0.3308 -0.6677 -3.4059
N -0.3332 -0.3450 -2.1186
N -0.4849 1.0202 -2.0569
C -0.5926 1.5064 -3.3106
B -0.7123 1.7892 -0.7444
N -1.8479 1.1470 0.0228
C -3.0572 1.6115 0.3929
C -3.7988 0.5509 0.8655
C -2.9613 -0.5591 0.7367
N -1.7960 -0.1944 0.2128
N 0.6523 1.5559 0.2408
C 1.3125 2.7609 0.7559
C 3.4376 1.4519 1.7059
C 3.1291 0.1986 1.4026
N 1.8808 -0.1274 0.7518
H -0.5470 0.5163 -5.2777
H -0.1995 -1.6941 -3.7114
H -0.7397 2.5610 -3.4773
H -0.8567 2.9542 -0.9194
H -3.3048 2.6546 0.2864
H -4.8053 0.5725 1.2433
H -3.1528 -1.5866 1.0020
H 0.5880 3.4809 1.1102
H 4.3914 1.6255 2.1905
H 3.7702 -0.6446 1.6082
Se -0.0288 0.3236 3.0269
Se 0.5585 -1.9818 3.1604
C -0.5733 -2.9722 1.9324
C -1.2174 -4.0717 2.4712
C -1.8834 -4.9467 1.6214
C -1.9000 -4.6858 0.2641
C -1.2641 -3.5478 -0.1969
N -0.5975 -2.7074 0.6105
C 0.6027 0.4032 1.2300
C 2.6426 2.6767 1.4407
C 2.5203 3.2410 0.0084
C 3.0038 2.4030 -1.1030
C 2.5767 1.1634 -1.2933
N 1.5530 0.6356 -0.4514
H -1.2044 -4.2385 3.5384
H -2.3855 -5.8172 2.0232
H -2.4066 -5.3391 -0.4312
H -1.2858 -3.2786 -1.2469
H 2.7866 3.4443 2.1909
H 2.6479 4.3078 -0.1031
H 3.7257 2.8270 -1.7879
H 2.8784 0.5072 -2.0964
```

Calculated values
expectation value of S²	3.84
E	-7044.4337	a.u.
spin multiplicity	4
energy relative to the best compared isomer or geometry (same formula, charge and spin)	33.6	kJ/mol
net charge	+2


DFT (ωB97M-V/def2-TZVPD) results for a molecular structure, C19H18Br2FNaO8P2S at a distorted geometry.

```
52
Properties=species:S:1:pos:R:3
Na -0.9314 -1.0501 -1.2253
Br -1.9925 -1.9600 1.8512
C -2.1853 -0.2609 2.8430
Br -2.5672 1.4183 1.9479
H -1.2558 -0.1204 3.3812
H -3.0177 -0.4127 3.5166
O 0.2528 -1.6472 -4.7493
P -0.4278 -2.7571 -3.6764
O -0.8279 -3.9637 -4.4223
O -1.4001 -1.9475 -2.8833
O 0.9031 -3.0992 -2.8232
P 1.6492 -2.0943 -1.7791
O 1.5302 -0.6658 -2.5515
O 3.0530 -2.5240 -1.6373
O 0.7763 -2.0360 -0.5388
H -0.5128 -1.1255 -5.0268
H 1.1877 -0.9036 -3.4424
F -7.3437 0.4243 -2.3926
C -6.1125 0.1501 -1.8286
C -5.0467 0.9815 -2.0954
C -3.8234 0.7099 -1.4824
C -3.6078 -0.3730 -0.6150
C -4.7345 -1.1836 -0.4169
C -5.9799 -0.9434 -1.0037
H -5.1843 1.8345 -2.7549
H -3.0060 1.4117 -1.6633
H -4.6614 -2.0487 0.2441
H -6.8338 -1.5900 -0.8206
O 0.0437 0.5172 -0.1644
S 0.8480 -0.2056 0.8422
C 2.5961 -0.0879 0.4146
C 3.0264 0.8744 -0.4788
C 4.3739 0.9595 -0.7874
C 5.2760 0.0838 -0.1998
C 4.8335 -0.8818 0.6917
C 3.4872 -0.9708 0.9996
C 1.1862 1.1566 2.0688
C 0.8854 2.4744 1.7645
C 1.0951 3.4738 2.7030
C 1.5956 3.1581 3.9591
C 1.8989 1.8379 4.2652
C 1.6919 0.8409 3.3229
H 2.2902 1.5204 -0.9395
H 4.7233 1.6996 -1.4971
H 6.3270 0.1368 -0.4593
H 5.5358 -1.5854 1.1207
H 3.1163 -1.7484 1.6561
H 0.4629 2.6987 0.7929
H 0.8572 4.5027 2.4603
H 1.7409 3.9324 4.7035
H 2.2877 1.5819 5.2441
H 1.9209 -0.1929 3.5619
```

Calculated values
E	-7828.1326	a.u.
energy relative to the best compared isomer or geometry (same formula, charge and spin)	216.6	kJ/mol
net charge	-2


DFT (ωB97M-V/def2-TZVPD) results for a single C19H18BrNO5 molecule at a distorted geometry.

```
44
Properties=species:S:1:pos:R:3
C -1.0311 -2.6286 -4.3609
H -0.1501 -3.2147 -4.6496
O -0.6730 -1.5296 -3.5644
C 0.1965 -0.6303 -4.2187
C 0.5741 0.4719 -3.2374
H 1.3299 1.1196 -3.6806
H 0.9933 0.0039 -2.3461
C -0.6568 1.2978 -2.8435
N -0.4420 2.0584 -1.6388
C 0.2181 3.2282 -1.5858
O 0.6919 3.8818 -2.4971
C 0.2650 3.6225 -0.1487
C -0.3556 2.6770 0.6000
C -0.4515 2.6827 2.0602
O 0.1275 3.5110 2.7411
C -1.2479 1.6340 2.7098
C -1.3087 1.3498 4.0551
C -2.1946 0.2643 4.1931
C -2.6160 -0.0328 2.9301
O -2.0556 0.7835 2.0316
H -3.2935 -0.7776 2.5601
H -2.4814 -0.2268 5.0998
H -0.7743 1.8652 4.8258
C -0.8516 1.5892 -0.3240
C -0.2696 0.2234 -0.0351
C -1.0238 -0.9194 -0.2687
C -0.4848 -2.1749 -0.0621
C 0.8204 -2.2808 0.3851
C 1.5882 -1.1555 0.6320
C 1.0384 0.0949 0.4167
H 1.6325 0.9771 0.6030
H 2.6030 -1.2542 0.9852
Br 1.5721 -4.0063 0.6686
H -1.0697 -3.0614 -0.2502
H -2.0423 -0.8333 -0.6149
H -1.9474 1.5211 -0.2969
O 0.8531 4.7568 0.1858
H 1.1722 5.1761 -0.6360
H -1.4994 0.6244 -2.6812
H -0.8999 2.0003 -3.6457
H 1.1010 -1.1602 -4.5536
H -0.2986 -0.2058 -5.1063
H -1.5529 -2.3083 -5.2713
H -1.6955 -3.2463 -3.7602
```

Calculated values
E	-3739.7776	a.u.
net charge	0
SMILES	COCCCN1C(=O)C(O)=C(C(=O)c2ccco2)[C@@H]1c1ccc(Br)cc1


DFT (ωB97M-V/def2-TZVPD) results for a molecular structure, C19H18Cl2O8Sc.

```
48
Properties=species:S:1:pos:R:3
Sc -0.3457 -0.3623 0.9753
O 2.4685 2.9665 0.4332
C 1.9375 1.7824 0.5933
O 0.7269 1.5928 0.6123
C 2.9512 0.6749 0.6949
O 2.3336 -0.5240 1.0789
C 2.6488 -1.0053 2.3981
C 1.4488 -0.9324 3.3463
O 1.5548 -1.2675 4.4892
O 0.3393 -0.5041 2.7736
H 1.7733 3.6374 0.3335
H 3.7523 0.9805 1.3700
H 3.3926 0.5621 -0.3017
H 3.4803 -0.4488 2.8297
H 2.9551 -2.0471 2.3090
O -1.7729 0.9142 -0.0975
C -3.1621 0.5279 0.1950
C -3.0906 -1.0144 0.1481
O -3.9974 -1.7198 -0.1853
O -1.9270 -1.4511 0.6120
C -4.0539 1.2091 -0.8109
C -4.3951 0.6047 -2.0162
C -5.1252 1.3110 -2.9598
C -5.5104 2.6205 -2.7135
C -5.1699 3.2289 -1.5145
C -4.4479 2.5234 -0.5647
C -3.4579 0.8613 1.6482
C -4.7485 0.6463 2.1254
C -5.0325 0.8197 3.4681
C -4.0317 1.1973 4.3564
C -2.7463 1.4088 3.8905
C -2.4637 1.2489 2.5376
H -1.7367 1.8608 -0.2801
H -4.1167 -0.4204 -2.2114
H -5.3998 0.8320 -3.8898
H -6.0834 3.1638 -3.4528
H -5.4769 4.2458 -1.3110
H -4.2108 2.9895 0.3851
H -5.5270 0.3280 1.4433
H -6.0380 0.6489 3.8277
H -4.2577 1.3205 5.4064
H -1.9552 1.6949 4.5700
H -1.4422 1.4829 2.2325
Cl 0.4447 -1.2988 -1.5182
C 0.1249 -2.9775 -0.9350
Cl 0.6293 -3.1599 0.7468
H 0.7056 -3.6416 -1.5630
H -0.9469 -3.1268 -0.9918
```

Calculated values
E	-3017.8407	a.u.
energy relative to the best compared isomer or geometry (same formula, charge and spin)	0.0	kJ/mol
net charge	+1


DFT (ωB97M-V/def2-TZVPD) results for a molecular structure, C19H18ClMoN2O2S4 at a distorted geometry.

```
47
Properties=species:S:1:pos:R:3
Mo -2.4357 -0.2882 -0.7931
S -3.1436 -2.5312 -1.4898
S -3.6230 -2.0101 0.3856
S -5.4656 -0.9377 0.3258
S -4.7259 0.6680 -0.6293
O 0.8500 -0.6069 5.2565
C -0.3851 0.0690 5.2557
C -0.8933 0.0563 3.8379
C -2.1323 0.6658 3.5523
C -2.5556 0.6860 2.2594
N -1.8220 0.1149 1.2825
C -0.6249 -0.3803 1.5427
C -0.0867 -0.3869 2.8078
C 0.2699 -0.8520 0.3936
C 1.6291 -0.9847 0.5324
C 2.3993 -1.3425 -0.5315
C 3.9408 -1.4678 -0.3640
O 4.2517 -1.5697 0.9579
C 1.7552 -1.4734 -1.7954
C 0.4365 -1.4553 -1.8318
N -0.3370 -1.0842 -0.7966
H 1.2897 -0.2072 6.0217
H -0.1371 1.1258 5.5681
H -1.1487 -0.2849 5.9322
H -2.7580 1.1465 4.2670
H -3.4445 1.1366 1.8513
H 0.8885 -0.7001 3.1071
H 2.1030 -0.7605 1.4939
H 4.3480 -0.5667 -0.9705
H 4.3766 -2.2563 -0.9180
H 5.1753 -1.5143 1.0896
H 2.2828 -1.6379 -2.7086
H -0.0774 -1.6504 -2.8006
Cl -2.5011 0.1048 -3.3153
C -0.9301 0.8658 -3.3842
C -0.1722 0.8511 -4.5933
C 1.1043 1.3675 -4.5211
C 1.6086 1.9190 -3.3866
C 0.7999 2.0027 -2.2400
C -0.4866 1.4944 -2.2500
C -1.4468 1.6642 -1.0852
H -0.5979 0.3214 -5.5226
H 1.7337 1.1114 -5.3667
H 2.5356 2.4720 -3.4083
H 1.1351 2.5709 -1.3887
H -2.1004 2.4471 -1.3549
H -0.8820 2.0878 -0.2748
```

Calculated values
expectation value of S²	2.03
E	-3115.7638	a.u.
spin multiplicity	3
energy relative to the best compared isomer or geometry (same formula, charge and spin)	56.6	kJ/mol
net charge	+1


DFT (ωB97M-V/def2-TZVPD) results for a single C19H18ClN3O2S molecule at a distorted geometry.

```
44
Properties=species:S:1:pos:R:3
O -1.3593 0.5331 -2.2059
Cl -2.3877 3.4801 2.1256
N 1.7184 1.6244 1.7225
N 1.4353 -2.1676 -1.1805
O -0.4717 1.0015 1.9659
S 3.2245 -0.1757 -0.7193
C -0.5449 -0.3711 -1.8848
C 0.4619 2.0642 1.9350
C 1.6584 -0.8438 -1.2599
C 0.3263 -0.0954 1.6619
C 1.6745 0.2480 1.5379
C 0.1668 -2.7322 -1.5083
C -0.7914 -1.8269 -1.8813
C 0.2245 6.3098 1.3324
C 1.4883 5.7146 1.3925
C -0.9420 5.5750 1.4965
C 1.5233 4.3472 1.5322
C -0.8549 4.1923 1.7013
C 0.3328 3.5509 1.7879
N 0.6927 0.0529 -1.6747
C -0.3355 -1.4267 1.7133
C 2.9004 -0.4811 1.1127
C 0.0206 -4.2196 -1.6145
C -2.1979 -2.3282 -2.2072
C -1.3862 -4.6369 -1.8647
C -2.4756 -3.7051 -1.4950
H 0.2719 7.4038 1.0442
H 2.4875 6.2368 1.2230
H -1.8603 6.0584 1.5989
H 2.4704 3.9380 1.3483
H 1.0053 0.9908 -2.0083
H -0.9895 -1.4634 2.5315
H 0.3054 -2.3458 1.6112
H -1.0823 -1.4535 0.9271
H 3.8215 -0.2239 1.6748
H 2.6404 -1.4649 1.2711
H 0.6214 -4.6330 -2.3824
H 0.4413 -4.7118 -0.7062
H -2.2815 -2.4801 -3.2706
H -2.8276 -1.4835 -1.9560
H -1.6254 -5.5123 -1.3004
H -1.5743 -4.9251 -2.9196
H -2.5381 -3.4960 -0.3358
H -3.3877 -4.1179 -1.8722
```

Calculated values
E	-1907.9023	a.u.
energy relative to the best compared isomer or geometry (same formula, charge and spin)	293.3	kJ/mol
net charge	0
SMILES	Cc1oc(-c2ccccc2Cl)nc1CSc1nc2c(c(=O)[nH]1)CCCC2


DFT (ωB97M-V/def2-TZVPD) results for a single C19H18ClN3O3S molecule at a distorted geometry.

```
45
Properties=species:S:1:pos:R:3
O 1.7771 -2.3008 -2.0408
C 0.6162 -2.6328 -1.9880
N -0.2638 -2.3156 -1.0106
C -0.0751 -1.4742 0.0917
C 1.1325 -0.8513 0.3813
C 1.2440 -0.0469 1.4964
C 0.1751 0.1871 2.3705
C -1.0469 -0.4128 2.0216
C -1.1671 -1.2368 0.9214
H -2.1281 -1.6753 0.6959
Cl -2.4971 -0.0853 2.9163
N 0.2685 1.0293 3.4670
C -0.0902 0.5506 4.7902
H -0.8227 -0.2501 4.7252
C 1.1555 0.0347 5.5235
O 2.1487 1.0306 5.6212
C 2.5422 1.4736 4.3414
C 1.3346 2.0060 3.5570
H 1.6272 2.3332 2.5598
H 0.9289 2.8672 4.1010
H 3.2763 2.2644 4.5044
H 3.0180 0.6439 3.7960
H 0.9083 -0.2492 6.5475
H 1.5557 -0.8422 4.9886
H -0.5196 1.3871 5.3519
H 2.2011 0.4066 1.6969
H 1.9830 -1.0078 -0.2603
H -1.2043 -2.6826 -1.1067
C 0.0232 -3.5336 -3.0747
H 0.6155 -3.4223 -3.9828
H 0.0638 -4.5745 -2.7502
S -1.7339 -3.2194 -3.4513
C -1.6452 -1.5278 -3.8133
N -2.6586 -0.7663 -4.0425
C -2.1094 0.4783 -4.2643
C -2.6910 1.7024 -4.5607
C -1.8412 2.7794 -4.7202
C -0.4586 2.6548 -4.5902
C 0.1401 1.4425 -4.2949
C -0.7100 0.3677 -4.1385
O -0.4262 -0.9349 -3.8502
H 1.2072 1.3340 -4.1907
H 0.1628 3.5271 -4.7238
H -2.2567 3.7485 -4.9524
H -3.7597 1.7938 -4.6595
```

Calculated values
E	-1983.2062	a.u.
energy relative to the best compared isomer or geometry (same formula, charge and spin)	65.9	kJ/mol
net charge	0
SMILES	O=C(CSc1nc2ccccc2o1)Nc1ccc(N2CCOCC2)c(Cl)c1


DFT (ωB97M-V/def2-TZVPD) results for a molecular structure, C19H18ClN4O7ReS at a distorted geometry.

```
51
Properties=species:S:1:pos:R:3
Re 2.0518 -0.2535 -0.3509
C -3.5962 -1.3130 -2.9568
C -2.3221 -1.7006 -3.6889
N -1.2663 -2.1491 -2.7516
C -1.1385 -3.6128 -2.5891
C -0.2106 -4.2200 -3.6298
C -0.5039 -1.2606 -2.1421
S 0.7123 -1.9481 -1.0401
N -0.7567 0.0239 -2.3886
C -0.0652 1.0673 -2.0375
O 1.1120 1.0727 -1.4617
C -0.5867 2.4067 -2.3456
C 0.1450 3.5291 -1.9534
C -0.3242 4.7981 -2.2424
C -1.5228 4.9521 -2.9258
C -2.2605 3.8384 -3.3127
C -1.7959 2.5674 -3.0255
H -4.3551 -1.0049 -3.6772
H -3.4110 -0.4856 -2.2712
H -3.9941 -2.1556 -2.3877
H -1.9385 -0.8757 -4.2791
H -2.5050 -2.5382 -4.3607
H -2.1442 -4.0195 -2.6786
H -0.7953 -3.8420 -1.5852
H -0.5544 -3.9984 -4.6411
H -0.1806 -5.3036 -3.5105
H 0.8042 -3.8340 -3.5158
H 1.0781 3.4000 -1.4240
H 0.2420 5.6686 -1.9371
H -1.8840 5.9458 -3.1614
H -3.1976 3.9646 -3.8406
H -2.3579 1.6901 -3.3200
Cl 3.8380 -0.4921 -1.5938
O 2.7687 -0.9533 1.5148
C 1.8727 -0.3101 2.1365
O 0.9871 0.2412 1.3768
C 1.8684 -0.1557 3.5928
C 2.4905 -1.1091 4.3872
C 2.4684 -0.9292 5.7498
C 1.8792 0.1637 6.3491
C 1.2858 1.0954 5.5229
C 1.2518 0.9581 4.1534
N 0.6551 2.2913 6.1338
O 0.1819 3.1090 5.3737
O 0.6742 2.3684 7.3405
N 3.1086 -1.9568 6.6099
O 3.5692 -2.9276 6.0483
O 2.9972 -1.8162 7.8058
H 2.9828 -1.9735 3.9630
H 1.8830 0.2835 7.4227
H 0.7595 1.7036 3.5455
```

Calculated values
expectation value of S²	0.76
E	-2416.8376	a.u.
spin multiplicity	2
energy relative to the best compared isomer or geometry (same formula, charge and spin)	42.2	kJ/mol
net charge	+1